Entry 1:
4 unconnected molecules or ions with the total composition C22H35BN5O6. Source: OMol25; level of theory: wB97M-V/def2-TZVPD.

**LUMO**: 2.226 eV
**Charge**: -1
**Gap between HOMO and LUMO**: 8.161 eV

Structure (XYZ):
```
69
Properties=species:S:1:pos:R:3:lowdin_charge:R:1
C 2.578 0.236 1.155 -0.136
O 1.936 1.151 0.300 -0.225
C 2.398 2.510 0.487 -0.128
B 1.138 3.529 0.600 -0.660
C 0.242 3.659 -0.799 -0.071
C 0.819 2.953 -2.002 -0.178
O 0.201 3.366 -3.273 -0.018
C 0.445 4.632 -3.650 -0.563
C 1.881 5.108 -3.571 0.006
O -0.432 5.345 -4.076 0.090
C 1.648 5.030 1.011 -0.044
C 2.521 5.148 2.230 -0.445
O 2.442 4.414 3.189 0.101
N 3.552 6.164 2.242 -0.187
C 3.217 7.398 1.551 -0.109
C 4.830 5.621 1.813 -0.093
O 0.260 2.863 1.676 -0.035
N -0.561 3.655 2.337 -0.086
O -0.956 3.161 3.352 -0.022
H 2.203 -0.763 0.921 0.073
H 3.667 0.248 0.999 0.083
H 2.350 0.467 2.203 0.094
H 3.090 2.751 -0.334 0.104
H 2.989 2.549 1.413 0.100
H 0.088 4.722 -1.034 0.099
H -0.761 3.256 -0.616 0.106
H 0.630 1.882 -1.953 0.123
H 1.897 3.099 -2.100 0.096
H 2.007 5.919 -4.285 0.082
H 2.593 4.302 -3.752 0.083
H 2.058 5.497 -2.561 0.084
H 0.812 5.735 1.106 0.119
H 2.234 5.403 0.157 0.092
H 2.344 7.856 2.018 0.090
H 3.048 7.282 0.471 0.074
H 4.055 8.092 1.676 0.079
H 4.847 5.340 0.746 0.086
H 5.615 6.363 1.986 0.077
H 5.075 4.737 2.405 0.088
N -0.649 -0.955 1.420 0.020
C -0.900 -2.296 1.545 -0.176
C -1.250 -2.537 2.849 -0.120
C -1.203 -1.290 3.533 -0.104
C -0.835 -0.336 2.618 -0.115
H -0.360 -0.480 0.582 0.141
H -0.797 -2.961 0.703 0.091
H -1.505 -3.498 3.264 0.084
H -1.414 -1.112 4.574 0.087
H -0.671 0.726 2.718 0.091
N -3.572 -3.782 -0.254 0.016
C -4.909 -3.696 0.007 -0.133
C -5.471 -4.918 -0.256 -0.115
C -4.425 -5.775 -0.691 -0.126
C -3.265 -5.044 -0.675 -0.150
H -2.911 -3.035 -0.136 0.119
H -5.345 -2.777 0.360 0.110
H -6.513 -5.169 -0.146 0.086
H -4.517 -6.812 -0.974 0.073
H -2.252 -5.314 -0.923 0.101
N -2.804 -8.840 -2.445 0.005
C -1.737 -9.450 -1.846 -0.141
C -1.873 -10.801 -2.024 -0.117
C -3.070 -11.012 -2.761 -0.118
C -3.621 -9.782 -3.004 -0.144
H -2.966 -7.849 -2.467 0.127
H -0.978 -8.874 -1.346 0.105
H -1.191 -11.554 -1.666 0.086
H -3.480 -11.958 -3.074 0.086
H -4.519 -9.499 -3.525 0.104
```

***

Entry 2:
A molecular structure, C22H35BrGeN4Pt. Source: OMol25; level of theory: wB97M-V/def2-TZVPD.

**LUMO (spin up / spin down)**: 0.548 / -2.634 eV
**ΔE to the lowest compared entry with this formula, charge and spin**: 1.6 kcal/mol
**Charge**: 0
**Gap between HOMO and LUMO (spin up / spin down)**: 7.304 / 5.590 eV
**Spin multiplicity**: 5

Structure (XYZ):
```
64
Properties=species:S:1:pos:R:3:lowdin_charge:R:1
Pt 0.137 -0.255 -0.194 0.962
C -0.728 3.070 1.210 -0.091
N 0.418 2.227 0.887 -0.291
C 1.197 2.871 -0.158 -0.106
C 1.228 1.996 2.079 -0.192
C 2.173 0.817 1.960 -0.194
N 1.467 -0.465 1.818 -0.341
C 2.453 -1.535 1.578 -0.129
C 0.817 -0.795 3.086 -0.101
H -0.406 4.067 1.552 0.099
H -1.325 2.610 1.997 0.075
H -1.356 3.193 0.326 0.085
H 1.591 3.845 0.176 0.100
H 0.564 3.030 -1.030 0.088
H 2.027 2.239 -0.451 0.029
H 0.549 1.839 2.919 0.110
H 1.824 2.892 2.317 0.131
H 2.804 0.790 2.858 0.132
H 2.833 0.933 1.100 0.081
H 3.122 -1.622 2.444 0.097
H 3.039 -1.308 0.692 0.046
H 1.927 -2.474 1.422 0.048
H 1.571 -0.862 3.881 0.097
H 0.317 -1.757 2.986 0.073
H 0.098 -0.039 3.360 0.065
C -4.176 1.169 3.553 -0.068
C -4.366 1.993 2.437 -0.074
C -3.676 1.755 1.270 -0.031
C -2.726 0.695 1.217 -0.319
C -2.594 -0.164 2.323 -0.027
C -3.306 0.079 3.477 -0.070
N -1.997 0.422 0.125 -0.053
N -2.586 0.954 -1.029 0.071
C -1.861 0.721 -2.088 -0.296
C -2.446 1.054 -3.363 -0.022
C -1.809 0.701 -4.507 -0.084
C -0.584 -0.009 -4.446 -0.056
C 0.016 -0.316 -3.224 -0.138
C -0.556 0.064 -2.026 -0.254
H -4.734 1.353 4.463 0.103
H -5.068 2.816 2.487 0.105
H -3.823 2.361 0.389 0.103
H -1.988 -1.041 2.201 0.058
H -3.211 -0.599 4.318 0.108
H -3.406 1.553 -3.373 0.110
H -2.252 0.937 -5.467 0.104
H -0.102 -0.326 -5.363 0.105
H 0.943 -0.872 -3.228 0.076
Br -0.639 -2.744 0.086 -0.048
C 4.249 -1.042 -3.038 -0.225
Ge 3.321 0.328 -2.002 0.700
C 4.709 1.108 -0.838 -0.226
C 2.725 1.740 -3.215 -0.207
C 1.923 -0.607 -1.037 -0.428
H 5.077 -0.588 -3.590 0.020
H 3.581 -1.530 -3.751 0.017
H 4.655 -1.803 -2.369 0.022
H 5.656 1.083 -1.384 0.019
H 4.836 0.534 0.083 0.009
H 4.500 2.148 -0.578 0.015
H 3.595 2.287 -3.589 0.025
H 2.061 2.440 -2.709 -0.002
H 2.185 1.317 -4.064 0.011
H 2.020 -1.687 -1.178 -0.026
```